{
  "formula": "C2H10NS2",
  "method": "ωB97M-V with the def2-TZVPD basis set",
  "s_squared": 0.754,
  "gap_ha": [0.3747, 0.2625],
  "multiplicity": 2,
  "de_lowest_ev": 2.2766,
  "e_lumo_ev": [-9.2, -12.5],
  "homo_energy_ev": [-19.4, -19.6],
  "largest_force_ev_per_a": 3.00,
  "total_energy_ev": -25376.472,
  "total_charge": 2,
  "symbols": ["C", "N", "H", "H", "H", "H", "H", "H", "C", "S", "S", "H", "H", "H", "H"],
  "coordinates": [[-2.159, 1.992, -0.772], [-1.818, 0.600, -0.096], [-2.940, 2.561, -0.288], [-2.529, 1.921, -1.795], [-1.465, 2.813, -0.667], [-2.527, 0.256, 0.682], [-1.715, -0.258, -0.661], [-0.851, 0.547, 0.309], [2.639, -2.352, 0.731], [1.254, -1.267, 1.005], [1.588, -0.018, -0.696], [2.703, -2.757, 1.743], [2.570, -3.226, 0.060], [3.579, -1.946, 0.411], [1.669, 1.135, 0.032]],
  "forces_ev_per_angstrom": [[-0.914, 0.190, -0.063], [-0.386, -0.514, 1.780], [-0.932, -1.102, 0.898], [0.544, -0.737, 0.033], [1.606, -0.868, -0.135], [1.538, 1.388, -1.722], [-0.861, 0.847, -0.973], [-1.215, 1.007, 0.075], [-0.229, -1.640, 0.670], [1.611, 1.056, -2.306], [-0.084, -0.539, 1.601], [0.399, -0.305, 0.096], [-1.006, 0.199, 0.097], [0.225, 1.227, 0.138], [-0.296, -0.211, -0.190]]
}



{
  "formula": "C20H43N2O5S4",
  "method": "ωB97M-V with the def2-TZVPD basis set",
  "gap_ha": 0.2775,
  "multiplicity": 1,
  "de_lowest_ev": 6.8906,
  "e_lumo_ev": 1.7,
  "homo_energy_ev": -5.9,
  "largest_force_ev_per_a": 6.47,
  "total_energy_ev": -77990.180,
  "total_charge": -1,
  "symbols": ["O", "S", "O", "N", "S", "O", "O", "C", "C", "C", "S", "C", "S", "N", "C", "C", "O", "C", "C", "H", "H", "H", "H", "H", "H", "H", "H", "H", "H", "H", "H", "H", "H", "H", "C", "C", "C", "C", "C", "C", "H", "H", "H", "H", "H", "H", "H", "H", "H", "H", "H", "H", "H", "H", "C", "C", "C", "C", "C", "C", "H", "H", "H", "H", "H", "H", "H", "H", "H", "H", "H", "H", "H", "H"],
  "coordinates": [[-0.463, -2.043, 1.128], [0.580, -2.406, 0.030], [2.006, -2.307, 0.697], [0.325, -4.048, -0.522], [-0.068, -4.103, -2.234], [1.137, -3.874, -3.178], [-0.607, -5.558, -2.512], [-1.546, -2.960, -2.634], [-1.080, -1.513, -3.262], [-1.711, -0.204, -2.435], [-3.565, -0.396, -2.248], [-4.126, -0.037, -0.487], [-3.197, 1.045, 0.499], [-5.375, -0.599, 0.156], [-5.076, -1.558, 1.287], [-4.183, -2.838, 0.786], [-4.425, -3.266, -0.601], [-5.780, -2.929, -1.065], [-6.239, -1.376, -0.812], [0.546, -1.436, -0.985], [-2.055, -2.766, -1.572], [-2.276, -3.546, -3.374], [-1.344, -1.495, -4.402], [0.100, -1.410, -3.120], [-1.221, -0.083, -1.370], [-1.421, 0.742, -3.101], [-4.454, -1.014, 2.144], [-6.088, -1.970, 1.768], [-3.045, -2.486, 0.828], [-4.264, -3.708, 1.585], [-5.770, -3.083, -2.249], [-6.626, -3.648, -0.667], [-6.399, -0.801, -1.841], [-7.324, -1.427, -0.318], [5.954, -0.083, 4.938], [4.465, 0.054, 5.218], [3.872, -1.164, 5.931], [3.939, -2.478, 5.143], [3.265, -2.450, 3.769], [1.769, -2.187, 3.842], [6.163, -0.921, 4.268], [6.331, 0.826, 4.457], [6.513, -0.232, 5.866], [3.930, 0.253, 4.284], [4.311, 0.936, 5.853], [2.829, -0.946, 6.188], [4.392, -1.306, 6.886], [3.479, -3.268, 5.750], [4.988, -2.772, 5.014], [3.425, -3.421, 3.285], [3.739, -1.704, 3.123], [1.269, -2.951, 4.444], [1.334, -2.209, 2.838], [1.552, -1.207, 4.274], [-0.951, 3.572, -2.018], [0.025, 3.468, -3.180], [1.462, 3.830, -2.794], [1.666, 5.273, -2.319], [1.235, 6.355, -3.313], [2.024, 6.322, -4.612], [-1.018, 4.594, -1.637], [-1.953, 3.273, -2.342], [-0.650, 2.914, -1.197], [-0.320, 4.094, -4.009], [0.016, 2.436, -3.551], [2.116, 3.632, -3.651], [1.798, 3.153, -1.998], [2.729, 5.412, -2.082], [1.127, 5.427, -1.377], [1.379, 7.335, -2.842], [0.165, 6.273, -3.529], [3.093, 6.451, -4.422], [1.697, 7.133, -5.271], [1.878, 5.381, -5.150]],
  "forces_ev_per_angstrom": [[2.161, -0.747, -4.080], [2.038, -1.574, 5.940], [-4.336, -0.166, -3.124], [-0.657, 3.502, -2.599], [1.545, -5.090, -1.853], [-3.461, 0.784, 2.861], [1.144, 4.892, 1.492], [-0.633, 1.078, 0.457], [0.376, -0.171, 0.777], [1.666, 0.215, -0.341], [-0.643, -0.059, 1.180], [1.142, 1.399, 2.377], [-1.571, -2.211, -1.981], [1.657, -1.324, -2.562], [0.659, -0.878, 1.404], [1.484, 0.801, 1.095], [-2.122, 1.237, 1.198], [-0.415, -0.123, -1.576], [-1.654, -0.187, -0.301], [-0.116, -0.907, 0.501], [0.915, -0.690, -2.413], [1.845, 1.147, 1.893], [0.553, 0.197, 2.264], [-2.523, -0.235, -0.647], [-1.102, -0.299, -2.072], [-0.967, -1.885, 1.682], [-1.449, -1.120, -2.004], [1.958, 1.243, -1.285], [-2.342, -0.839, -0.248], [-0.154, 1.524, -1.808], [0.187, 0.193, 2.635], [1.840, 1.240, -0.381], [0.688, -1.140, 2.287], [2.309, 0.203, -0.989], [0.092, 0.137, -0.194], [-0.085, 0.007, 0.168], [-0.160, -0.024, -0.010], [0.127, 0.013, -0.083], [-0.029, -0.158, 0.162], [-0.146, 0.042, -0.331], [0.001, 0.059, 0.075], [0.052, -0.124, 0.052], [-0.003, -0.038, -0.054], [0.008, -0.081, 0.086], [-0.035, -0.067, -0.073], [0.078, -0.046, -0.050], [0.014, 0.051, -0.024], [0.016, 0.060, -0.041], [-0.012, 0.024, 0.064], [0.018, 0.177, -0.007], [-0.015, -0.068, 0.005], [0.008, 0.040, 0.077], [0.080, 0.023, 0.344], [-0.026, -0.012, 0.056], [-0.206, -0.013, -0.073], [0.126, -0.081, 0.063], [0.090, -0.012, -0.139], [-0.114, -0.008, 0.110], [0.118, 0.009, 0.179], [-0.111, 0.129, -0.190], [0.000, -0.071, 0.013], [0.076, 0.013, 0.171], [-0.078, 0.074, -0.030], [0.063, -0.015, 0.007], [0.060, 0.135, -0.029], [-0.016, 0.026, 0.077], [-0.056, 0.050, -0.073], [-0.087, 0.007, -0.035], [0.049, -0.039, -0.070], [-0.069, -0.097, -0.020], [0.037, -0.030, 0.047], [-0.048, -0.058, -0.038], [0.104, -0.100, 0.004], [0.057, 0.055, 0.028]]
}